{"formula": "C3HBr", "method": "the ωB97M-V functional and the def2-TZVPD basis", "symbols": ["Br", "C", "C", "C", "H"], "xyz": [[2.240, 0.052, 0.051], [0.416, -0.027, 0.031], [-0.584, 0.060, -0.756], [-1.610, 0.736, -1.151], [-0.461, -0.820, 1.825]], "lowdin_charge": [0.771, -0.705, -0.400, 0.152, 0.183], "homo_lumo_gap_ev": [7.218, 7.217], "e_tot_ev": -73160.2375, "e_above_lowest_kj_mol": 390.8, "e_homo_ev": [-9.19, -9.19]}


{"formula": "C12H22N2", "method": "the ωB97M-V functional and the def2-TZVPD basis", "symbols": ["N", "N", "C", "C", "C", "C", "C", "C", "C", "C", "C", "C", "C", "C", "H", "H", "H", "H", "H", "H", "H", "H", "H", "H", "H", "H", "H", "H", "H", "H", "H", "H", "H", "H", "H", "H"], "xyz": [[-0.908, -0.316, 0.492], [-0.484, -0.681, 1.709], [-2.970, -3.312, 0.990], [1.559, 1.456, 1.172], [0.223, 1.910, 0.574], [1.608, -0.273, -2.168], [0.473, 3.054, -0.412], [-0.480, 0.796, -0.141], [-0.680, 2.412, 1.717], [2.849, -0.645, -1.453], [-1.150, -1.779, 2.021], [-2.034, -2.156, 0.991], [0.709, -1.345, -2.660], [-1.843, -1.197, 0.020], [0.993, 3.869, 0.086], [1.493, 0.718, -2.570], [0.936, -2.290, -2.170], [0.817, -1.487, -3.742], [-0.985, -2.260, 2.965], [1.091, 2.711, -1.240], [3.396, -1.412, -2.012], [2.624, -1.081, -0.476], [-0.792, 1.634, 2.465], [-0.342, -1.111, -2.484], [-2.419, -4.253, 0.984], [-0.965, 1.000, -1.081], [2.264, 1.230, 0.379], [3.506, 0.210, -1.312], [-3.589, -3.294, 1.887], [1.976, 2.249, 1.790], [-0.232, 3.287, 2.185], [-1.663, 2.687, 1.340], [-0.464, 3.436, -0.811], [-2.311, -1.061, -0.933], [1.410, 0.572, 1.783], [-3.616, -3.279, 0.116]], "lowdin_charge": [-0.129, 0.081, -0.058, -0.050, -0.585, -0.207, -0.057, -0.029, -0.051, -0.143, -0.092, -0.270, -0.129, -0.023, 0.085, 0.073, 0.076, 0.076, 0.109, 0.070, 0.077, 0.077, 0.068, 0.046, 0.077, 0.123, 0.055, 0.064, 0.078, 0.084, 0.081, 0.083, 0.083, 0.120, 0.062, 0.074], "homo_lumo_gap_ev": [7.713, 7.588], "e_tot_ev": -15777.8323, "e_above_lowest_kj_mol": 5.7, "e_homo_ev": [-7.27, -6.71]}


{"formula": "C6H10LuNO2S2", "method": "the ωB97M-V functional and the def2-TZVPD basis", "symbols": ["Lu", "S", "S", "O", "O", "N", "C", "C", "C", "C", "C", "C", "H", "H", "H", "H", "H", "H", "H", "H", "H", "H"], "xyz": [[-0.494, -0.054, -1.364], [-0.510, -0.715, 1.079], [2.030, -0.006, -1.213], [-1.227, 1.025, -3.028], [-1.403, 1.886, -1.030], [-3.248, -0.353, -1.590], [-1.931, 1.484, -2.091], [1.511, -0.767, 2.886], [3.674, -0.383, 0.921], [-3.404, 1.058, -2.054], [2.220, -0.391, 0.524], [1.243, -0.626, 1.413], [3.923, 0.530, 1.463], [-3.616, -0.444, -0.641], [-3.841, 1.093, -3.054], [4.270, -0.416, 0.015], [0.993, -1.643, 3.271], [-3.975, 1.666, -1.349], [2.572, -0.833, 3.108], [-3.803, -0.971, -2.178], [1.096, 0.110, 3.384], [3.918, -1.251, 1.530]], "lowdin_charge": [1.280, 0.418, 0.433, -0.109, -0.076, -0.006, -0.751, -0.149, -0.160, -0.137, -0.782, -0.793, 0.084, 0.096, 0.124, 0.040, 0.063, 0.126, 0.058, 0.094, 0.076, 0.072], "homo_lumo_gap_ev": 6.584, "e_tot_ev": -67262.3790, "e_above_lowest_kj_mol": 62.8, "e_homo_ev": -6.99}


{"formula": "CH2IP", "method": "the ωB97M-V functional and the def2-TZVPD basis", "symbols": ["I", "P", "C", "H", "H"], "xyz": [[-0.329, -3.501, -0.832], [-0.529, -0.351, -0.492], [0.152, 0.950, 0.318], [-0.247, 1.895, -0.028], [0.952, 1.008, 1.034]], "lowdin_charge": [-0.142, 0.651, -0.465, -0.027, -0.018], "homo_lumo_gap_ev": [6.561, 7.659], "e_tot_ev": -18456.2992, "e_above_lowest_kj_mol": 158.2, "e_homo_ev": [-9.05, -9.43]}


{"formula": "C5H8N3", "method": "the ωB97M-V functional and the def2-TZVPD basis", "symbols": ["N", "N", "N", "C", "C", "C", "C", "C", "H", "H", "H", "H", "H", "H", "H", "H"], "xyz": [[0.055, 0.012, -0.859], [1.370, -0.036, -1.006], [-1.859, -0.381, 0.556], [-0.697, 0.593, -1.985], [1.615, -0.377, 1.308], [-0.610, -0.294, 0.365], [2.146, -0.366, -0.024], [0.273, -0.342, 1.413], [-1.067, 1.663, -1.649], [-0.190, -0.358, 2.449], [-1.579, -0.056, -2.263], [-2.028, -0.236, 2.602], [3.211, -0.199, -0.190], [-0.211, 0.766, -2.994], [2.219, -0.471, 2.213], [-2.648, 0.080, 0.065]], "lowdin_charge": [-0.083, 0.119, 0.220, -0.010, 0.025, -0.375, -0.066, -0.043, 0.139, 0.103, 0.103, 0.356, 0.134, 0.118, 0.137, 0.123], "homo_lumo_gap_ev": [8.245, 6.555], "total_charge": 1, "e_tot_ev": -9772.1787, "e_above_lowest_kj_mol": 614.0, "e_homo_ev": [-14.17, -13.93]}


{"formula": "C5H12N4", "method": "the ωB97M-V functional and the def2-TZVPD basis", "symbols": ["N", "N", "N", "N", "C", "C", "C", "C", "C", "H", "H", "H", "H", "H", "H", "H", "H", "H", "H", "H", "H"], "xyz": [[0.120, -0.422, 0.375], [-0.750, -0.149, -0.704], [-0.893, -2.463, 1.188], [1.652, 1.425, -0.021], [0.731, 2.403, -2.084], [1.329, 0.270, 0.390], [0.719, 2.366, -0.577], [0.090, -1.711, 0.914], [-2.282, -2.031, 1.071], [-0.299, 2.160, -0.214], [1.022, 3.348, -0.224], [2.114, -0.327, 0.856], [-1.718, 0.010, -0.356], [-0.812, -1.011, -1.256], [1.079, -2.094, 1.217], [-2.904, -2.742, 1.671], [0.104, 3.251, -2.401], [-2.647, -2.116, 0.044], [-2.452, -1.000, 1.444], [1.773, 2.538, -2.400], [0.317, 1.461, -2.524]], "lowdin_charge": [-0.135, 0.075, -0.007, 0.044, -0.117, -0.194, -0.340, -0.219, -0.159, 0.092, 0.101, 0.112, 0.093, 0.104, 0.120, 0.080, 0.072, 0.065, 0.078, 0.071, 0.066], "homo_lumo_gap_ev": 9.720, "e_tot_ev": -11337.8863, "e_above_lowest_kj_mol": 225.3, "e_homo_ev": -9.05, "smiles": "CC/N=C\\N(N)/C=N\\C"}


{"formula": "H24O12", "method": "the ωB97M-V functional and the def2-TZVPD basis", "symbols": ["O", "O", "O", "O", "O", "O", "O", "O", "O", "O", "O", "O", "H", "H", "H", "H", "H", "H", "H", "H", "H", "H", "H", "H", "H", "H", "H", "H", "H", "H", "H", "H", "H", "H", "H", "H"], "xyz": [[-1.462, -0.990, 28.060], [4.812, 0.107, 28.727], [1.049, -1.072, 24.821], [4.456, 2.549, 29.845], [1.712, 3.007, 28.010], [-0.431, 0.849, 26.056], [1.668, 2.690, 30.748], [2.154, -3.261, 27.988], [2.299, 0.189, 27.868], [0.988, -0.041, 30.629], [3.924, 1.171, 25.553], [3.270, -2.539, 25.612], [0.114, 0.171, 25.595], [0.201, -0.598, 30.664], [1.366, 1.766, 30.639], [-0.189, 1.680, 25.638], [-1.257, -0.246, 27.467], [-1.261, -1.774, 27.541], [3.402, 1.618, 24.881], [1.876, -1.400, 25.234], [1.495, -0.344, 27.903], [3.855, 0.057, 28.563], [1.628, -3.848, 27.432], [1.069, 3.656, 27.711], [1.392, 2.923, 31.639], [1.704, 3.079, 28.986], [4.207, -2.334, 25.515], [3.493, 2.571, 29.916], [4.661, 1.600, 29.670], [5.193, 0.267, 27.855], [3.279, 0.871, 26.211], [3.082, -2.399, 26.560], [0.586, -1.862, 24.527], [2.010, -3.578, 28.886], [1.722, -0.629, 30.842], [1.985, 1.112, 27.956]], "lowdin_charge": [-0.067, -0.069, -0.056, -0.089, -0.052, -0.079, -0.059, -0.042, -0.067, -0.036, -0.056, -0.059, -0.006, 0.062, 0.021, 0.045, -0.002, 0.024, 0.036, 0.014, 0.049, -0.010, 0.059, 0.056, 0.073, 0.006, 0.068, -0.033, -0.004, 0.053, -0.012, 0.013, 0.062, 0.058, 0.066, 0.031], "homo_lumo_gap_ev": 9.410, "e_tot_ev": -24960.9532, "e_above_lowest_kj_mol": 71.5, "e_homo_ev": -9.68, "smiles": "O.O.O.O.O.O.O.O.O.O.O.O"}


{"formula": "C4H4N2O", "method": "the ωB97M-V functional and the def2-TZVPD basis", "symbols": ["O", "N", "N", "C", "C", "C", "C", "H", "H", "H", "H"], "xyz": [[1.098, 0.449, -2.408], [-0.937, -0.835, 1.470], [-0.698, 0.776, -0.033], [0.355, -0.091, -0.224], [0.178, -1.077, 0.716], [1.361, 0.084, -1.283], [-1.421, 0.296, 1.008], [-2.276, 0.825, 1.409], [0.779, -1.968, 0.860], [2.406, -0.097, -0.979], [-0.845, 1.639, -0.535]], "lowdin_charge": [0.053, 0.058, 0.107, -0.231, -0.104, -0.212, -0.189, 0.121, 0.111, 0.124, 0.162], "homo_lumo_gap_ev": 9.827, "e_tot_ev": -9240.0749, "e_above_lowest_kj_mol": 39.8, "e_homo_ev": -9.42, "smiles": "O=Cc1cnc[nH]1"}